1.
C9H15N2 | ωB97M-V/def2-TZVPD

net charge = +1
LUMO energy = -0.1318 Ha
frontier orbital gap = 7.88 eV

Last column: Löwdin charge in e.
Geometry (Å):
C  -0.933  0.009  -0.074  0.043
C  -4.402  -0.820  0.204  0.088
C  -2.071  -0.510  -0.455  -0.022
C  -3.212  -0.276  0.403  -0.160
C  0.925  1.235  0.973  -0.079
C  1.915  0.100  0.706  -0.296
C  1.461  -0.998  -0.146  -0.205
C  2.117  -2.316  -0.025  -0.084
C  -0.528  2.287  -0.740  -0.001
N  -0.327  1.147  0.198  -0.115
N  2.519  0.012  -0.588  0.090
H  -5.210  -0.528  0.793  0.062
H  -4.456  -1.449  -0.641  0.066
H  -2.120  -1.420  -1.006  0.130
H  -3.112  0.495  1.052  0.078
H  0.705  0.975  2.137  0.189
H  1.250  2.293  0.806  0.135
H  2.655  -0.110  1.505  0.166
H  2.588  -2.701  -0.881  0.056
H  1.776  -3.149  0.566  0.078
H  3.109  -2.171  0.600  0.109
H  -1.261  3.022  -0.236  0.137
H  0.300  2.925  -1.042  0.098
H  -1.065  1.980  -1.536  0.049
H  2.220  0.689  -1.434  0.234
H  3.471  -0.337  -0.628  0.153

2.
C9H15N2 | ωB97M-V/def2-TZVPD

net charge = +1
LUMO energy (spin up / spin down) = -0.2676 / -0.2716 Ha
frontier orbital gap (spin up / spin down) = 7.13 / 7.30 eV

Last column: Löwdin charge in e.
Geometry (Å):
C  0.990  -2.151  -0.284  -0.041
C  0.763  -0.701  -0.135  -0.052
C  -0.681  -0.621  -0.216  -0.020
C  2.453  0.547  1.079  -0.035
C  2.609  0.113  -1.441  0.011
C  -3.184  0.081  -0.761  -0.058
C  -2.196  0.989  1.496  -0.060
C  1.655  0.493  -0.208  -0.314
C  -2.099  0.792  0.016  -0.167
N  -0.122  -2.781  -0.314  0.142
N  -1.000  -1.832  0.049  0.168
H  1.936  -2.629  -0.499  0.142
H  2.023  1.325  1.676  0.075
H  3.560  0.544  0.987  0.104
H  2.144  -0.417  1.688  0.129
H  3.491  -0.452  -1.049  0.112
H  3.029  1.015  -1.686  0.065
H  2.230  -0.329  -2.278  0.058
H  -2.774  -0.613  -1.360  0.024
H  -3.710  0.927  -1.327  0.129
H  -3.930  -0.318  -0.084  0.094
H  -1.315  1.397  1.951  0.075
H  -2.218  -0.016  1.959  0.103
H  -3.004  1.652  1.637  0.088
H  1.062  1.398  -0.425  0.150
H  -1.712  1.590  -0.469  0.075

Which structure loses on stability? 2 does.

1.
C2H3N2OP | ωB97M-V/def2-TZVPD

net charge = 0
LUMO energy = 0.0048 Ha
SMILES = O=C/N=N\C#[PH2]
frontier orbital gap = 9.89 eV

Last column: Löwdin charge in e.
Geometry (Å):
O  0.485  -1.112  -0.138  -0.019
C  1.618  -0.555  -0.241  -0.377
N  1.814  0.700  -0.103  0.038
N  0.575  1.297  -0.134  0.023
C  -0.415  0.596  -0.196  -0.466
P  -2.144  0.485  -0.090  0.841
H  2.444  -1.095  -0.407  0.093
H  -2.162  0.638  1.359  -0.066
H  -2.215  -0.955  -0.051  -0.066

2.
C2H3N2OP | ωB97M-V/def2-TZVPD

net charge = 0
LUMO energy (spin up / spin down) = 0.0009 / 0.0009 Ha
frontier orbital gap (spin up / spin down) = 8.12 / 8.12 eV

Last column: Löwdin charge in e.
Geometry (Å):
C  1.556  0.836  -0.233  -0.217
C  -0.448  -0.207  -0.234  -0.487
N  2.001  -0.326  0.090  -0.154
N  1.373  -1.342  0.185  0.130
O  0.147  0.913  -0.373  -0.057
P  -2.135  -0.567  -0.362  0.824
H  2.162  1.755  -0.189  0.117
H  -2.339  0.534  0.496  -0.078
H  -2.318  -1.596  0.620  -0.077

3.
C2H3N2OP | ωB97M-V/def2-TZVPD

net charge = 0
LUMO energy = -0.0068 Ha
SMILES = N/N=C\P=C=O
frontier orbital gap = 8.28 eV

Last column: Löwdin charge in e.
Geometry (Å):
N  -1.078  0.546  1.054  -0.006
N  -0.667  1.154  -0.087  -0.156
C  0.146  0.870  -1.005  -0.456
P  1.430  -0.474  -1.045  0.889
C  0.912  -1.912  -0.440  -0.595
O  0.901  -3.023  -0.068  0.069
H  -1.625  1.295  1.596  0.127
H  -0.524  -0.152  1.587  0.094
H  0.505  1.697  -1.591  0.036

Which structure loses on stability? 2 does.

1.
C4H11NO2 | ωB97M-V/def2-TZVPD

net charge = +1
2S+1 = 2
LUMO energy (spin up / spin down) = -0.1512 / -0.3285 Ha
frontier orbital gap (spin up / spin down) = 9.04 / 4.22 eV

Last column: Löwdin charge in e.
Geometry (Å):
C  0.187  1.919  2.486  -0.179
N  -0.351  2.162  1.170  0.233
C  -0.838  1.965  -1.181  -0.014
C  -0.113  1.349  0.027  -0.367
C  -0.329  -0.160  0.260  0.002
O  0.466  0.814  2.801  0.192
H  0.274  2.805  3.128  0.162
H  -1.113  2.843  1.081  0.184
H  -0.271  2.847  -1.467  0.096
H  -1.856  2.216  -0.862  0.097
H  -0.943  1.259  -1.996  0.096
H  0.956  1.492  -0.221  0.194
H  0.576  -0.713  0.493  0.097
H  -1.211  -0.307  0.868  0.101
H  -0.482  -0.630  -0.723  0.105
H  1.776  -5.977  -3.994  0.034
H  0.663  -6.885  -3.441  0.031
O  0.875  -6.284  -4.162  -0.065

2.
C4H11NO2 | ωB97M-V/def2-TZVPD

net charge = +1
2S+1 = 2
LUMO energy (spin up / spin down) = -0.1479 / -0.3292 Ha
frontier orbital gap (spin up / spin down) = 9.58 / 4.64 eV

Last column: Löwdin charge in e.
Geometry (Å):
C  2.080  0.440  -2.213  -0.195
N  1.590  1.286  -1.170  0.238
C  1.149  -0.014  0.823  0.017
C  0.517  0.934  -0.247  -0.327
C  -0.668  0.287  -0.956  -0.009
O  1.879  -0.730  -2.182  0.194
H  2.624  0.984  -2.984  0.159
H  2.088  2.152  -0.960  0.188
H  1.413  -0.948  0.347  0.090
H  0.395  -0.155  1.585  0.105
H  2.020  0.435  1.300  0.096
H  0.279  1.887  0.210  0.154
H  -1.572  0.865  -0.759  0.102
H  -0.569  0.218  -2.039  0.093
H  -0.870  -0.689  -0.541  0.095
H  -3.357  -2.413  3.410  0.032
H  -4.819  -2.048  3.476  0.039
O  -4.178  -2.491  2.901  -0.071

3.
C4H11NO2 | ωB97M-V/def2-TZVPD

net charge = +1
2S+1 = 2
LUMO energy (spin up / spin down) = -0.1394 / -0.3162 Ha
frontier orbital gap (spin up / spin down) = 12.10 / 7.28 eV

Last column: Löwdin charge in e.
Geometry (Å):
N  -0.118  -0.624  1.354  0.275
C  -0.746  -0.880  0.216  -0.357
C  -0.580  -0.013  -1.053  -0.275
C  -0.549  1.470  -0.730  -0.021
C  0.651  -0.578  -1.827  -0.008
O  -1.554  -1.818  0.160  0.354
H  0.469  0.182  1.508  0.091
H  0.078  -1.428  1.931  0.156
H  -1.425  -0.350  -1.660  0.148
H  -1.481  2.033  -0.666  0.101
H  -0.052  1.704  0.212  0.056
H  0.055  1.955  -1.497  0.104
H  0.784  -0.086  -2.784  0.102
H  0.377  -1.620  -2.016  0.094
H  1.530  -0.621  -1.189  0.092
H  1.765  2.314  2.200  0.055
H  2.876  1.708  1.253  0.060
O  1.965  1.669  1.534  -0.029

Which structure loses on stability? 1 does.